Molecular formula: C30H44InN2O6P2
Method: DFT, ωB97M-V with the def2-TZVPD basis set

Computed properties:
Total charge: +1
Energy above the lowest of the compared OMol25 structures with the same formula, charge and spin, kJ/mol: 37.00
Gap between HOMO and LUMO (spin up / spin down), eV: 3.9 / 4.1
E_tot, eV: -70820.08410
Maximum force, eV/Å: 4.2

Cartesian coordinates (Å):
In -0.98 2.90 -2.42
C -0.92 -1.67 0.91
C 0.39 -2.04 0.51
C 0.58 -0.43 2.14
C -0.80 -0.67 1.92
C 1.32 -1.25 1.25
C -2.19 -2.28 0.46
H -2.18 -2.47 -0.61
H -3.03 -1.61 0.67
H -2.38 -3.24 0.95
C -1.91 0.02 2.60
H -2.83 -0.57 2.55
H -2.11 1.01 2.15
H -1.67 0.18 3.66
C 1.19 0.47 3.13
H 2.00 -0.03 3.68
H 0.45 0.83 3.85
H 1.63 1.35 2.65
C 2.79 -1.28 1.15
H 3.24 -1.85 1.98
H 3.20 -0.26 1.19
H 3.13 -1.75 0.21
C 0.75 -3.07 -0.49
H 1.03 -4.01 -0.01
H 1.60 -2.75 -1.10
H -0.09 -3.29 -1.16
C -1.26 2.17 -5.15
C -1.87 0.87 -5.06
C -1.32 -0.28 -6.02
C 0.08 -0.19 -6.57
C 1.14 0.42 -5.72
C 1.61 1.70 -5.71
C 0.95 2.93 -6.18
C -0.58 2.70 -6.36
H -2.02 -0.40 -6.86
H 0.16 0.25 -7.57
H -1.44 -1.22 -5.50
H -0.74 2.06 -7.24
H -1.70 2.98 -4.53
H -2.92 0.99 -5.40
H -1.04 3.67 -6.61
H 1.10 3.78 -5.51
H 2.71 1.79 -5.63
H 1.43 3.21 -7.14
H 0.41 -1.23 -6.72
H 1.84 -0.30 -5.28
P -1.91 0.31 -3.26
C -3.58 0.90 -2.86
C -1.81 -1.46 -2.91
P 1.90 0.95 -2.16
C 0.28 0.92 -3.07
C 2.89 -0.44 -2.85
C 2.64 2.53 -2.92
H -3.61 1.49 -1.95
H -4.27 0.07 -2.79
H -3.93 1.53 -3.68
H -1.32 -2.02 -3.70
H -2.81 -1.87 -2.72
H -1.22 -1.59 -2.01
H 2.08 2.87 -3.81
H 3.69 2.37 -3.23
H 2.57 3.32 -2.16
H 0.46 1.74 -3.82
H 0.30 0.17 -3.93
H 3.40 -0.88 -1.94
H 3.67 -0.11 -3.57
H 2.23 -1.21 -3.30
O -1.64 2.64 0.11
C -0.47 2.87 0.58
O 0.58 2.67 -0.11
C -0.27 3.48 2.01
C 1.01 3.77 2.56
C 1.15 4.48 3.79
C 0.01 4.92 4.51
C -1.24 4.58 3.99
C -1.39 3.85 2.78
N -2.43 4.99 4.70
O -2.29 5.70 5.71
O -3.54 4.61 4.28
N 2.43 4.75 4.36
O 3.44 4.30 3.78
O 2.46 5.43 5.41
H 1.94 3.47 2.07
H 0.11 5.51 5.43
H -2.39 3.62 2.45